[1]
The following is a DFT calculation (the ωB97M-V functional and the def2-TZVPD basis) of a single C23H26N4O2S molecule.

Values from the calculation:
- Structure (SMILES): CCCc1nc(SCC(=O)Nc2ccc(N3CCOCC3)cc2)c2ccccc2n1
- Highest occupied orbital energy: -0.267 Ha
- LUMO: -0.1 eV
- Orbital gap: 7.2 eV
- Charge: 0

Element x y z (Å)
C 3.456 3.567 0.767
C 2.138 3.669 0.013
C 1.263 2.440 0.257
C -0.009 2.488 -0.524
N -1.120 2.150 0.158
C -2.262 2.128 -0.470
S -3.650 1.608 0.472
C -2.861 1.495 2.103
C -1.524 0.753 2.123
O -0.641 1.113 2.868
N -1.520 -0.371 1.364
C -0.441 -1.212 1.066
C -0.627 -2.210 0.113
C 0.396 -3.071 -0.216
C 1.651 -2.981 0.399
N 2.673 -3.835 -0.001
C 4.027 -3.647 0.479
C 4.262 -4.405 1.792
O 3.988 -5.780 1.625
C 2.667 -5.982 1.175
C 2.406 -5.253 -0.151
C 1.827 -1.962 1.340
C 0.805 -1.093 1.668
C -2.384 2.475 -1.838
C -3.580 2.490 -2.570
C -3.562 2.855 -3.889
C -2.356 3.213 -4.511
C -1.175 3.206 -3.818
C -1.157 2.836 -2.460
N 0.011 2.823 -1.785
H 4.020 2.699 0.433
H 3.276 3.469 1.835
H 4.061 4.455 0.600
H 2.322 3.762 -1.058
H 1.599 4.562 0.338
H 1.011 2.338 1.313
H 1.809 1.542 -0.049
H -2.700 2.504 2.481
H -3.583 0.980 2.740
H -2.348 -0.541 0.805
H -1.583 -2.306 -0.383
H 0.221 -3.812 -0.981
H 4.247 -2.586 0.590
H 4.698 -4.060 -0.283
H 5.306 -4.339 2.103
H 3.618 -3.993 2.584
H 2.550 -7.061 1.057
H 1.953 -5.618 1.932
H 1.378 -5.425 -0.460
H 3.080 -5.647 -0.919
H 2.771 -1.837 1.846
H 0.968 -0.323 2.403
H -4.498 2.213 -2.071
H -4.478 2.871 -4.460
H -2.368 3.499 -5.552
H -0.241 3.479 -4.282

[2]
The following is a DFT calculation (the ωB97M-V functional and the def2-TZVPD basis) of a single C5H13NO2 molecule.

Values from the calculation:
- Structure (SMILES): CN[C@H](O)[C@@H](C)CO
- Highest occupied orbital energy: -0.324 Ha
- LUMO: 0.8 eV
- Orbital gap: 9.6 eV
- Charge: 0

Element x y z (Å)
C -2.166 1.162 -0.129
N -1.938 -0.260 -0.214
C -0.579 -0.738 -0.344
O -0.536 -1.886 0.494
C 0.621 0.203 -0.035
C 0.768 0.510 1.463
C 1.936 -0.398 -0.577
O 2.100 -0.102 -1.962
H -1.828 1.576 0.823
H -3.243 1.353 -0.187
H -1.702 1.707 -0.956
H -2.338 -0.740 0.591
H -0.480 -1.099 -1.374
H 0.324 -2.314 0.399
H 0.477 1.151 -0.569
H 0.583 -0.366 2.091
H 1.772 0.880 1.699
H 0.072 1.294 1.770
H 2.805 0.033 -0.071
H 1.994 -1.483 -0.451
H 1.360 -0.483 -2.463

[3]
The following is a DFT calculation (the ωB97M-V functional and the def2-TZVPD basis) of C4H7O3V as an isolated structure.

Values from the calculation:
- Expectation value of S²: 6.033
- Highest occupied orbital energy (alpha / beta): -0.579 / -0.637 Ha
- LUMO (alpha / beta): -11.1 / -10.0 eV
- Spin multiplicity: 5
- Orbital gap (alpha / beta): 4.6 / 7.3 eV
- Charge: +2

Element x y z (Å)
H 1.092 3.983 0.236
V 1.108 4.738 5.523
O 1.790 4.474 3.927
C 1.593 3.919 2.849
O 2.372 4.157 1.847
C 2.065 3.641 0.589
H 1.080 2.049 0.821
H 2.952 3.537 -0.028
O -0.955 1.503 1.237
C 0.213 1.307 1.515
C 0.716 -0.018 1.976
H 0.873 2.846 2.705
H 0.594 -0.790 1.209
H 1.777 0.091 2.249
H 0.188 -0.290 2.902

[4]
The following is a DFT calculation (the ωB97M-V functional and the def2-TZVPD basis) of a single C17H34O2 molecule.

Values from the calculation:
- Structure (SMILES): CCCCCCCCCCCCCC(=O)OC(C)C
- Highest occupied orbital energy: -0.371 Ha
- LUMO: 0.9 eV
- Orbital gap: 11.0 eV
- Charge: 0

Element x y z (Å)
C 2.951 -3.842 3.250
C 2.972 -5.001 2.260
C 2.247 -4.690 0.950
C 0.738 -4.527 1.117
C 0.043 -4.315 -0.227
C -1.483 -4.291 -0.126
C -2.060 -3.159 0.726
C -1.764 -1.768 0.171
C -2.452 -0.680 0.993
C -2.311 0.720 0.393
C -0.875 1.240 0.395
C -0.808 2.691 -0.075
C 0.634 3.212 -0.103
C 0.627 4.660 -0.535
O 0.617 5.602 0.214
O 0.602 4.757 -1.865
C 0.521 6.073 -2.437
C 1.142 5.997 -3.824
C -0.936 6.523 -2.481
H 1.938 -3.627 3.580
H 3.362 -2.944 2.792
H 3.548 -4.083 4.127
H 2.517 -5.880 2.723
H 4.011 -5.250 2.032
H 2.664 -3.777 0.517
H 2.436 -5.504 0.245
H 0.537 -3.675 1.767
H 0.330 -5.421 1.596
H 0.400 -3.387 -0.677
H 0.325 -5.129 -0.899
H -1.819 -5.243 0.293
H -1.896 -4.213 -1.135
H -3.144 -3.292 0.777
H -1.679 -3.232 1.746
H -2.110 -1.712 -0.863
H -0.687 -1.597 0.176
H -3.517 -0.917 1.068
H -2.045 -0.680 2.007
H -2.933 1.409 0.969
H -2.691 0.712 -0.631
H -0.466 1.168 1.405
H -0.257 0.625 -0.262
H -1.400 3.319 0.594
H -1.234 2.770 -1.077
H 1.073 3.147 0.893
H 1.225 2.628 -0.808
H 1.093 6.753 -1.794
H 1.132 6.979 -4.287
H 2.169 5.647 -3.758
H 0.579 5.304 -4.444
H -1.341 6.563 -1.473
H -1.524 5.825 -3.072
H -1.003 7.512 -2.925

[5]
The following is a DFT calculation (the ωB97M-V functional and the def2-TZVPD basis) of C4H8O2 as an isolated structure.

Values from the calculation:
- Highest occupied orbital energy: -0.364 Ha
- LUMO: 0.9 eV
- Orbital gap: 10.8 eV
- Charge: 0

Element x y z (Å)
C -0.236 -1.505 0.318
C 0.014 0.004 0.377
O 0.161 0.360 1.727
C -0.962 0.770 -0.560
O 0.035 0.757 -1.595
C 1.056 0.549 -0.619
H -1.305 -1.708 0.200
H 0.085 -1.981 1.249
H 0.284 -1.971 -0.522
H 0.607 1.214 1.774
H -1.187 1.798 -0.235
H -1.886 0.272 -0.877
H 1.451 1.520 -0.266
H 1.882 -0.078 -0.970

[6]
The following is a DFT calculation (the ωB97M-V functional and the def2-TZVPD basis) of C3H3ClN2O as an isolated structure.

Values from the calculation:
- Highest occupied orbital energy: -0.354 Ha
- LUMO: 0.7 eV
- Orbital gap: 10.3 eV
- Charge: 0

Element x y z (Å)
C 0.063 -0.262 -0.455
C -0.446 1.321 0.640
C -0.331 0.063 0.886
H 0.814 -1.454 -1.767
H 1.162 -1.713 -0.141
H -0.997 2.112 1.410
N 0.290 -1.597 -0.818
N 0.071 0.764 -1.310
O -0.426 1.743 -0.626
Cl -0.200 -0.978 2.182

[7]
The following is a DFT calculation (the ωB97M-V functional and the def2-TZVPD basis) of a single C7H10 molecule.

Values from the calculation:
- Highest occupied orbital energy (alpha / beta): -0.282 / -0.282 Ha
- LUMO (alpha / beta): 0.9 / 0.9 eV
- Orbital gap (alpha / beta): 8.5 / 8.5 eV
- Charge: 0

Element x y z (Å)
C 0.111 1.314 0.126
C -1.114 0.834 0.150
C 0.941 0.027 -0.138
C 0.086 -0.972 -0.194
C -2.335 1.486 0.371
C 2.424 0.082 -0.182
C -0.134 -2.451 -0.182
H 0.472 2.315 -0.015
H -2.468 2.387 -0.425
H -2.214 2.094 1.391
H -3.296 0.923 0.269
H 2.685 0.782 0.562
H 2.627 0.353 -1.193
H 2.901 -0.817 0.073
H -1.192 -2.642 -0.647
H -0.140 -2.706 0.901
H 0.646 -3.010 -0.865

It is found that the M values, taken in the order of the records, are 422.55, 119.16, 154.04, 270.46, 88.11, 118.52, 94.16 u.
It is found that the ΔE to the lowest compared entry with this formula, charge and spin values, taken in the order of the records, are 143.7, 169.9, 175.5, 10.4, 194.7, 316.1, 579.0 kJ/mol.
It is found that the strongest force on any atom values, taken in the order of the records, are 0.77, 0.83, 6.01, 0.61, 0.40, 10.89, 5.23 eV Å⁻¹.